# C11H24CsFN3NbO

A structure of composition C11H24CsFN3NbO at a distorted geometry (wB97M-V/def2-TZVPD, the OMol25 dataset).

Output
E: -23112.1099 eV
LUMO energy (spin up / spin down): -11.4128 / -11.4151 eV
E_HOMO (spin up / spin down): -16.0 / -16.0 eV

ORCA input file:
```
! RIJCOSX wB97M-V def2-TZVPD def2/J DEFGRID3
* xyz 2 1
N -1.519 -0.746 -0.235
C -3.764 -2.961 0.538
O -4.766 -2.634 0.994
Cs -3.076 1.660 0.799
Nb 0.075 -0.044 0.013
N -0.196 1.906 -0.795
N 1.120 -1.217 -1.291
C -0.657 2.316 -2.147
C 0.750 -2.368 -2.103
C -0.925 3.837 -2.314
C 0.460 1.869 -3.103
C -1.955 1.582 -2.524
C 0.319 -3.507 -1.182
C 1.918 -2.809 -2.980
C -0.418 -1.983 -3.004
H -1.427 4.276 -1.438
H -1.586 4.026 -3.179
H 0.003 4.388 -2.512
H 1.403 2.356 -2.828
H 0.200 2.116 -4.137
H 0.607 0.782 -3.009
H -1.903 0.500 -2.325
H -2.150 1.712 -3.599
H -2.877 2.020 -2.096
H 1.103 -3.718 -0.446
H 0.141 -4.418 -1.764
H -0.594 -3.252 -0.631
H 2.727 -3.246 -2.388
H 2.308 -1.969 -3.562
H 1.574 -3.566 -3.688
H -0.714 -2.850 -3.602
H -0.120 -1.185 -3.696
H -1.292 -1.654 -2.434
C 0.748 2.871 -0.164
H 0.671 2.877 0.950
H 1.803 2.624 -0.432
H 0.585 3.939 -0.462
C 2.524 -0.968 -1.049
H 2.678 -0.172 -0.287
H 3.056 -1.867 -0.687
H 3.037 -0.627 -1.966
F 0.268 -0.210 1.960
*
```

Here are the Löwdin charges for atoms 1 to 2, given in e: atom 1 (N): -0.339, atom 2 (C): 0.008

# C27H34N2O19S

A cluster of 7 separate species, C27H34N2O19S in total at a distorted geometry (wB97M-V/def2-TZVPD, the OMol25 dataset).

Output
E: -81262.3201 eV
LUMO energy: -0.9883 eV
SMILES: CCCOc1ccc2nsnc2c1.O=C1OCCO1.O=C1OCCO1.O=C1OCCO1.O=C1OCCO1.O=C1OCCO1.O=C1OCCO1
E_HOMO: -8.4 eV

ORCA input file:
```
! RIJCOSX wB97M-V def2-TZVPD def2/J DEFGRID3
* xyz 0 1
C 1.604 -2.415 2.008
C 2.179 -0.900 1.792
C 1.573 0.173 2.826
O 0.459 0.967 2.276
C -0.651 0.058 2.142
C -0.949 -0.581 0.706
C -2.121 -1.585 0.623
C -2.965 -1.905 1.929
N -4.087 -2.818 2.084
S -4.669 -2.744 3.707
N -3.602 -1.628 4.445
C -2.721 -1.256 3.355
C -1.494 -0.256 3.391
H 0.778 -2.677 1.243
H 1.142 -2.513 3.048
H 2.459 -3.168 1.816
H 2.059 -0.577 0.691
H 3.316 -0.988 2.004
H 2.426 0.897 3.128
H 1.270 -0.385 3.787
H -0.274 -0.263 -0.158
H -2.359 -2.085 -0.371
H -1.205 0.255 4.383
O 0.788 -0.470 -1.881
C -0.221 -0.343 -2.522
O -0.407 0.601 -3.483
C -1.619 0.282 -4.153
C -2.366 -0.524 -3.136
O -1.325 -1.126 -2.378
H -2.153 1.188 -4.442
H -1.384 -0.294 -5.053
H -2.974 0.098 -2.472
H -3.004 -1.283 -3.592
O -0.783 2.610 -6.491
C 0.382 2.858 -6.337
O 0.874 4.097 -6.073
C 2.246 3.939 -5.736
C 2.608 2.645 -6.398
O 1.378 1.934 -6.406
H 2.836 4.778 -6.108
H 2.340 3.893 -4.648
H 2.944 2.782 -7.430
H 3.372 2.095 -5.848
O -1.374 8.013 -9.675
C -1.814 7.071 -9.078
O -1.050 6.118 -8.475
C -1.925 5.315 -7.694
C -3.252 5.512 -8.361
O -3.142 6.816 -8.915
H -1.605 4.273 -7.702
H -1.916 5.682 -6.663
H -3.424 4.797 -9.171
H -4.084 5.458 -7.657
O -3.612 5.833 6.203
C -3.304 4.675 6.175
O -3.750 3.783 5.248
C -2.991 2.594 5.416
C -2.533 2.682 6.839
O -2.464 4.082 7.068
H -3.606 1.712 5.229
H -2.158 2.603 4.707
H -3.252 2.244 7.538
H -1.559 2.214 6.994
O 1.887 -1.721 5.110
C 1.458 -2.659 5.722
O 2.232 -3.598 6.330
C 1.369 -4.398 7.126
C 0.036 -4.218 6.465
O 0.134 -2.921 5.895
H 1.696 -5.439 7.129
H 1.382 -4.019 8.152
H -0.135 -4.944 5.665
H -0.791 -4.270 7.174
O 3.646 -5.002 2.429
C 4.155 -5.298 1.386
O 3.464 -5.629 0.260
C 4.402 -5.689 -0.804
C 5.698 -5.952 -0.098
O 5.499 -5.349 1.172
H 4.142 -6.481 -1.508
H 4.400 -4.730 -1.332
H 5.888 -7.020 0.043
H 6.551 -5.505 -0.611
*
```

Here are the Löwdin charges for atoms 1 to 2, given in e: atom 1 (C): -0.089, atom 2 (C): -0.184

# C11H27As4AuS4

A structure of composition C11H27As4AuS4 (wB97M-V/def2-TZVPD, the OMol25 dataset).

Output
E: -302234.5696 eV
LUMO energy: 3.9557 eV
E_HOMO: -0.4 eV

ORCA input file:
```
! RIJCOSX wB97M-V def2-TZVPD def2/J DEFGRID3
* xyz -2 1
Au 1.818 -0.065 2.751
C -0.641 3.941 0.428
As 0.329 2.360 1.157
C -1.337 1.390 1.556
C 1.036 1.773 -0.636
C 0.579 0.611 -1.547
C 1.078 0.947 -2.963
C 1.242 -0.710 -1.141
As 1.260 -1.234 0.761
C 2.459 -2.764 0.613
C -0.413 -2.249 0.896
C -0.951 0.501 -1.546
As -1.854 -0.376 -3.069
C -3.661 0.051 -2.420
C -1.875 -2.246 -2.466
H -1.342 3.668 -0.366
H 0.080 4.661 0.038
H -1.196 4.416 1.238
H -2.123 1.556 0.819
H -1.646 1.788 2.525
H -1.138 0.331 1.709
H 2.106 1.644 -0.443
H 0.939 2.693 -1.223
H 2.142 1.191 -2.928
H 0.544 1.807 -3.375
H 0.944 0.106 -3.650
H 2.304 -0.657 -1.405
H 0.818 -1.545 -1.708
H 2.140 -3.463 -0.163
H 2.470 -3.245 1.591
H 3.463 -2.393 0.411
H -0.503 -3.006 0.114
H -1.270 -1.577 0.863
H -0.392 -2.719 1.880
H -1.375 1.512 -1.553
H -1.304 0.025 -0.631
H -3.857 1.113 -2.565
H -3.754 -0.187 -1.359
H -4.399 -0.520 -2.984
H -0.897 -2.702 -2.613
H -2.603 -2.792 -3.069
H -2.146 -2.321 -1.414
S 2.721 -2.442 5.735
As 2.629 -0.292 5.720
S 0.629 0.264 4.879
S 3.893 0.429 4.005
S 3.053 0.727 7.547
*
```

Here are the Löwdin charges for atoms 1 to 2, given in e: atom 1 (Au): 0.006, atom 2 (C): -0.375

# C4H10O6PS

The ion C4H10O6PS with charge -1 at a distorted geometry (wB97M-V/def2-TZVPD, the OMol25 dataset).

Output
E: -36721.8269 eV
LUMO energy: 3.4773 eV
SMILES: CCO[P@@](=O)([O-])S(=O)(=O)OCC
E_HOMO: -6.1 eV
relative energy (zero: lowest compared OMol25 entry of this formula, charge and spin): 123.3 kJ/mol

ORCA input file:
```
! RIJCOSX wB97M-V def2-TZVPD def2/J DEFGRID3
* xyz -1 1
C -2.265 -0.212 2.132
C -0.698 -0.232 2.135
O -0.216 0.803 3.041
P -0.217 2.227 2.423
O -1.404 2.512 1.645
O 0.401 3.145 3.324
S 1.376 1.612 0.824
O 2.229 0.518 1.260
O 1.981 2.857 0.321
O 0.658 0.920 -0.542
C 1.308 1.289 -1.748
C 1.978 0.127 -2.374
H -2.596 -0.966 1.355
H -2.880 -0.401 2.982
H -2.402 0.675 1.547
H -0.490 0.162 1.156
H -0.232 -1.162 2.357
H 0.546 1.738 -2.284
H 1.825 2.187 -1.459
H 2.803 -0.138 -1.686
H 1.383 -0.761 -2.193
H 2.308 0.301 -3.357
*
```

Here are the Löwdin charges for atoms 1 to 2, given in e: atom 1 (C): -0.072, atom 2 (C): -0.244

# C4H11N3S

A cluster of 2 separate species, C4H11N3S in total at a distorted geometry (wB97M-V/def2-TZVPD, the OMol25 dataset).

Output
E: -19625.1972 eV
LUMO energy: 0.4148 eV
E_HOMO: -7.7 eV
relative energy (zero: lowest compared OMol25 entry of this formula, charge and spin): 671.9 kJ/mol

ORCA input file:
```
! RIJCOSX wB97M-V def2-TZVPD def2/J DEFGRID3
* xyz 0 1
C -0.358 -1.137 1.244
C -0.936 -1.093 -1.260
C -1.112 1.437 0.126
C 1.309 1.324 -0.086
H 0.722 -2.164 1.198
H -1.634 -1.472 1.072
H -0.044 -0.130 1.892
H -1.125 -2.136 -1.255
H -0.410 -0.569 -2.170
H -1.898 -0.718 -1.105
H -1.956 1.280 -0.495
H -0.876 2.508 -0.185
H -1.496 1.296 1.147
H 1.421 2.466 0.125
H 2.447 -1.433 0.401
N -0.068 -0.667 -0.110
N 0.055 0.665 -0.207
N 2.556 0.985 -0.188
S 3.404 -0.444 -0.143
*
```

Here are the Löwdin charges for atoms 1 to 2, given in e: atom 1 (C): -0.083, atom 2 (C): -0.053

# C7H11B

A cluster of 2 separate species, C7H11B in total at a distorted geometry (wB97M-V/def2-TZVPD, the OMol25 dataset).

Output
E: -8108.9148 eV
LUMO energy: -0.9684 eV
SMILES: C1=CC=CCC=C1.B
E_HOMO: -7.7 eV
relative energy (zero: lowest compared OMol25 entry of this formula, charge and spin): 226.5 kJ/mol

ORCA input file:
```
! RIJCOSX wB97M-V def2-TZVPD def2/J DEFGRID3
* xyz 0 1
C -1.134 -2.040 -1.200
C -1.066 -1.042 -2.159
C -0.884 0.378 -2.006
C -0.779 1.072 -0.834
C -0.469 0.534 0.522
C -0.908 -0.817 0.982
C -1.043 -1.952 0.234
H -1.114 -3.088 -1.592
H -1.000 -1.394 -3.219
H -0.898 0.945 -2.951
H -0.843 2.174 -0.826
H -0.737 1.277 1.277
H 0.571 0.503 0.569
H -1.046 -0.845 2.076
H -1.160 -2.914 0.760
B 3.376 1.932 2.238
H 3.108 2.589 1.226
H 2.439 1.931 3.027
H 3.587 0.759 1.875
*
```

Here are the Löwdin charges for atoms 1 to 2, given in e: atom 1 (C): -0.110, atom 2 (C): -0.109

# C15H36FN2O2PS

A cluster of 3 separate species, C15H36FN2O2PS in total at a distorted geometry (wB97M-V/def2-TZVPD, the OMol25 dataset).

Output
E: -46053.6568 eV
LUMO energy: 0.5952 eV
SMILES: C=CCN([PH2]=N)S(=O)(=O)F.CCCCCC.CCCCCC
E_HOMO: -9.6 eV

ORCA input file:
```
! RIJCOSX wB97M-V def2-TZVPD def2/J DEFGRID3
* xyz 0 1
C 4.786 -0.238 -3.860
C 3.674 -0.079 -4.579
C 2.297 -0.048 -3.964
N 1.370 -0.904 -4.767
P -0.163 -0.153 -5.013
N -1.133 -0.030 -3.817
S 1.343 -2.484 -4.275
O 2.648 -2.848 -3.869
O 0.228 -2.782 -3.461
F 1.083 -3.133 -5.669
H 5.658 -0.749 -4.250
H 4.838 0.145 -2.845
H 3.712 0.084 -5.652
H 2.329 -0.366 -2.926
H 1.875 0.961 -3.979
H 0.207 1.072 -5.592
H -0.639 -0.920 -6.084
H -1.386 0.925 -3.597
C -5.420 2.171 0.632
C -5.279 0.652 0.653
C -4.077 0.163 1.459
C -2.719 0.626 0.930
C -2.416 0.235 -0.516
C -2.359 -1.274 -0.738
H -4.559 2.650 0.164
H -6.306 2.472 0.070
H -5.517 2.567 1.645
H -5.222 0.275 -0.372
H -6.185 0.219 1.085
H -4.100 -0.929 1.501
H -4.182 0.504 2.495
H -1.937 0.212 1.577
H -2.643 1.713 1.027
H -1.448 0.662 -0.793
H -3.151 0.679 -1.193
H -1.600 -1.731 -0.098
H -2.102 -1.493 -1.774
H -3.317 -1.752 -0.524
C 1.671 0.141 1.146
C 1.591 -0.781 2.358
C 0.943 -0.126 3.577
C 1.686 1.095 4.123
C 3.138 0.836 4.526
C 3.284 -0.183 5.651
H 2.285 1.021 1.344
H 2.111 -0.383 0.295
H 0.674 0.479 0.854
H 2.591 -1.144 2.610
H 1.007 -1.665 2.090
H 0.838 -0.874 4.367
H -0.076 0.178 3.316
H 1.140 1.473 4.993
H 1.662 1.899 3.382
H 3.580 1.783 4.847
H 3.717 0.509 3.658
H 2.741 0.141 6.542
H 4.331 -0.311 5.927
H 2.901 -1.163 5.361
*
```

Here are the Löwdin charges for atoms 1 to 2, given in e: atom 1 (C): 0.017, atom 2 (C): -0.171

# C22H35Cl2LaN4O3Se

A structure of composition C22H35Cl2LaN4O3Se at a distorted geometry (wB97M-V/def2-TZVPD, the OMol25 dataset).

Output
E: -126741.2468 eV
LUMO energy: -0.0561 eV
E_HOMO: -7.5 eV

ORCA input file:
```
! RIJCOSX wB97M-V def2-TZVPD def2/J DEFGRID3
* xyz 0 1
O -0.776 0.937 -1.238
C -0.637 1.706 -2.375
C -1.581 1.226 -3.493
C -2.261 0.006 -3.410
H -2.111 -0.624 -2.528
C -3.079 -0.410 -4.462
H -3.630 -1.345 -4.359
C -3.155 0.347 -5.636
H -3.756 -0.010 -6.475
C -2.444 1.550 -5.733
H -2.468 2.127 -6.656
C -1.698 2.008 -4.648
H -1.162 2.961 -4.693
H -0.887 2.763 -2.152
C 1.767 2.615 -2.049
C 0.845 1.690 -2.785
H 2.647 2.843 -2.670
H 2.168 2.139 -1.136
H 1.246 3.543 -1.773
C 1.284 0.742 -3.623
C 2.712 0.454 -3.939
H 0.561 0.084 -4.118
H 2.924 0.657 -4.996
H 2.896 -0.611 -3.772
H 3.424 1.011 -3.322
La 0.365 -0.405 0.203
Cl -1.071 -2.473 -0.782
Cl 2.954 -0.409 -0.662
H -5.645 0.270 -0.273
H -4.968 -1.808 1.181
C -4.625 0.164 -0.668
C -3.932 -1.692 0.841
N -3.726 -0.326 0.372
H -4.273 1.139 -1.023
C -2.827 0.484 0.940
O -1.776 0.094 1.520
H -3.237 -1.893 1.657
H -3.058 1.562 0.844
H -4.642 -0.541 -1.510
H -3.731 -2.391 0.024
H 2.066 3.798 3.677
H -0.362 5.083 3.475
C 2.028 3.982 2.593
C -0.258 4.944 2.387
N 0.662 3.846 2.092
H 2.674 3.263 2.086
C 0.231 2.676 1.625
O 0.986 1.687 1.421
H -1.242 4.723 1.957
H -0.853 2.610 1.411
H 2.360 5.006 2.394
H 0.134 5.871 1.946
C -0.610 -3.359 3.430
N 0.553 -2.656 3.939
C 0.725 -2.226 5.242
C 1.923 -1.584 5.295
N 2.462 -1.631 4.025
C 3.713 -1.010 3.636
C 1.655 -2.351 3.185
Se 2.025 -2.885 1.477
H -0.532 -3.437 2.337
H -1.516 -2.793 3.688
H -0.675 -4.369 3.856
H -0.010 -2.408 6.004
H 2.436 -1.101 6.104
H 3.732 0.016 4.029
H 4.570 -1.562 4.042
H 3.772 -0.991 2.542
*
```

Here are the Löwdin charges for atoms 1 to 2, given in e: atom 1 (O): -0.463, atom 2 (C): -0.405

Q: Which of these has the lowest E?
A: C11H27As4AuS4

Q: What is the formula in the fourth record?
A: C4H10O6PS

Q: Among the records above, which one has the lowest E?
A: C11H27As4AuS4

Q: Which of these has the highest E?
A: C7H11B